(1)
{"formula": "C5H15NO4", "method": "the ωB97M-V functional and the def2-TZVPD basis", "symbols": ["H", "C", "H", "H", "H", "H", "C", "C", "O", "H", "H", "C", "H", "H", "O", "H", "H", "H", "C", "H", "O", "H", "O", "N", "H"], "positions_angstrom": [[0.71038, -3.25706, -1.08050], [0.31093, -2.22044, -1.45892], [-1.85153, 3.04764, -1.21225], [1.98336, 3.11160, 1.67192], [-1.83044, 1.48237, -1.51832], [0.97746, -1.46705, 0.58874], [1.02150, 1.04480, 1.39720], [1.67952, 2.13230, 2.21394], [-2.31787, -2.67659, 1.08338], [2.72011, 1.92133, 2.51005], [-0.06109, 1.16291, 1.84275], [0.25455, -1.19262, -0.25971], [-0.72238, -1.36318, 0.18404], [-2.98011, -2.04860, 1.49288], [0.80513, 2.30596, -0.54039], [1.20822, -1.96118, -2.21383], [1.64602, 0.12944, 1.56322], [-0.81254, -1.59762, -3.03842], [0.90876, 1.24904, -0.04343], [-2.26020, -2.55620, 0.01295], [-2.31184, 2.28168, -1.34384], [1.02371, 2.36265, 3.05133], [-0.84060, -2.20525, -2.26546], [0.62362, 0.10453, -0.87364], [0.11534, 0.20953, -1.76368]], "forces_ev_per_a": [[-1.85, 1.47, -0.74], [4.25, -0.09, -0.72], [2.65, 2.39, 0.39], [-1.50, -1.36, 0.39], [0.91, 0.31, 0.08], [-0.80, 0.24, -1.61], [-0.09, -0.38, 2.05], [2.12, 2.67, -0.82], [-0.44, 0.93, -2.84], [-0.60, -0.71, 0.55], [1.75, -1.65, -1.25], [1.86, -1.45, -0.97], [-0.28, 0.93, 0.05], [1.04, -0.93, -1.35], [0.46, 3.63, -1.46], [-1.54, -0.15, 1.98], [-1.50, 0.31, 0.36], [0.48, -0.73, 1.06], [-2.31, -2.98, -1.88], [-0.80, -0.14, 4.10], [-3.56, -2.71, -0.40], [0.60, 0.24, 0.19], [-1.14, -0.15, -0.06], [-0.44, -0.52, 2.10], [0.73, 0.83, 0.83]], "mulliken_charge": [0.284, -0.610, 0.310, 0.263, 0.288, 0.126, 0.017, -1.147, -0.690, 0.338, 0.148, 0.000, 0.074, 0.318, -0.552, 0.340, 0.188, 0.334, 0.337, 0.382, -0.614, 0.299, -0.523, -0.163, 0.254], "e_lumo_ev": 0.3, "de_lowest_kj_mol": 301.2, "charge": 0, "e_homo_ha": -0.35075, "max_force_ha_per_bohr": 0.08737, "smiles": "CCC(=O)NCCO.O.O", "gap_ev": 9.89, "e_tot_ev": -15106.01300}

***

(2)
{"formula": "C5H15NS", "method": "the ωB97M-V functional and the def2-TZVPD basis", "symbols": ["S", "H", "H", "H", "H", "H", "C", "N", "C", "H", "C", "H", "H", "H", "H", "H", "C", "H", "H", "C", "H", "H"], "positions_angstrom": [[2.07880, 0.09657, -0.26197], [-0.80555, 3.04983, -1.97506], [1.03101, -3.42564, 1.22972], [-0.60228, -2.25455, 0.03166], [1.53301, -0.18473, 1.72839], [0.23664, 2.71026, 0.28869], [-0.87431, 1.93697, -1.79466], [-0.69698, 2.35907, 0.61006], [0.83193, -2.43225, 1.62326], [0.11861, 1.44521, -1.72759], [-1.49206, 1.73658, -0.43827], [-1.47050, 1.51779, -2.61759], [-0.36215, 1.59497, 1.18375], [0.33015, -0.79160, -1.54431], [-1.55542, 0.66526, -0.17694], [1.85710, -2.04981, 1.86646], [0.95387, -1.18648, -0.66243], [0.14052, -2.58484, 2.51473], [1.54224, -1.99423, -1.07847], [0.12719, -1.56058, 0.53132], [-2.58467, 2.03812, -0.39852], [-0.33716, -0.68591, 1.06776]], "forces_ev_per_a": [[0.17, 0.67, 4.08], [0.31, -1.15, 0.05], [-0.09, -0.19, -0.19], [-0.27, 0.78, 1.06], [1.43, 1.01, -3.45], [-1.41, -0.14, -0.25], [0.10, 0.68, -0.28], [1.43, 0.34, 0.47], [-0.10, 0.11, -0.02], [-0.39, 0.63, -0.54], [-1.39, -0.69, 0.28], [0.20, -0.01, 0.26], [-0.20, 0.11, 0.48], [0.45, -0.64, 1.41], [0.04, 0.12, -0.49], [-1.03, -0.10, 0.36], [-0.43, 1.05, -1.75], [1.17, 0.50, -0.96], [-0.13, -0.62, 0.21], [-1.24, -1.92, 0.46], [1.22, 0.24, -0.07], [0.17, -0.77, -1.12]], "mulliken_charge": [-0.274, 0.319, 0.352, 0.349, 0.116, 0.298, -0.974, -0.706, -1.079, 0.151, 0.105, 0.313, 0.298, 0.260, -0.049, 0.336, -0.170, 0.271, 0.417, -0.748, 0.269, 0.146], "e_lumo_ev": -1.1, "de_lowest_kj_mol": 350.8, "charge": 0, "e_homo_ha": -0.32233, "max_force_ha_per_bohr": 0.08040, "gap_ev": 7.62, "e_tot_ev": -17749.95485}

***

(3)
{"formula": "C5H15NS", "method": "the ωB97M-V functional and the def2-TZVPD basis", "symbols": ["C", "H", "H", "H", "C", "H", "H", "C", "N", "H", "H", "S", "H", "H", "H", "H", "H", "C", "H", "H", "H", "C"], "positions_angstrom": [[3.11843, 0.77781, 0.95164], [3.85925, 0.05056, 1.26710], [0.09992, -2.23696, -0.61764], [-3.34292, 0.34097, 1.34136], [-2.93143, -0.50717, 0.79603], [2.47805, 0.99640, 1.82304], [3.61832, 1.70419, 0.67771], [1.52679, -0.89406, 0.19936], [2.33993, 0.26274, -0.17218], [1.28318, -1.63363, -1.79360], [-1.90345, -0.63297, 1.14714], [-3.08361, -0.22546, -0.97765], [-2.23849, 1.61131, -2.15482], [-3.04462, 2.17749, -0.73826], [-1.36976, 1.48264, -0.63644], [2.20473, -1.69874, 0.49789], [-3.48131, -1.40907, 1.05422], [0.64723, -1.35770, -0.95316], [0.90289, -0.65803, 1.07346], [-0.01689, -0.57292, -1.30799], [1.68857, 1.01255, -0.39082], [-2.35480, 1.41008, -1.08639]], "forces_ev_per_a": [[-0.40, -0.06, 0.22], [0.18, -0.11, -0.03], [-0.31, 0.08, -0.23], [-0.21, -0.05, 0.03], [0.13, 0.19, 0.27], [0.12, -0.04, 0.03], [0.10, -0.04, -0.12], [0.11, 0.23, -0.07], [-0.16, 0.36, 0.16], [-0.01, -0.11, -0.05], [0.06, -0.04, -0.34], [0.16, -0.22, 0.19], [0.10, -0.10, 0.04], [0.16, -0.01, 0.40], [0.01, -0.03, 0.25], [-0.03, 0.01, -0.01], [-0.10, 0.02, -0.05], [0.70, -0.07, 0.19], [-0.06, -0.09, 0.13], [-0.27, -0.05, 0.16], [0.04, -0.12, -0.38], [-0.30, 0.23, -0.79]], "mulliken_charge": [-0.884, 0.286, 0.311, 0.299, -0.676, 0.323, 0.324, -0.279, -0.444, 0.389, 0.106, -0.069, 0.299, 0.353, 0.194, 0.358, 0.310, -0.962, 0.247, 0.086, 0.251, -0.823], "e_lumo_ev": 0.9, "de_lowest_kj_mol": 45.6, "charge": 0, "e_homo_ha": -0.31578, "max_force_ha_per_bohr": 0.01705, "smiles": "CCNC.CSC", "gap_ev": 9.50, "e_tot_ev": -17753.11831}

***

(4)
{"formula": "C5H15P2", "method": "the ωB97M-V functional and the def2-TZVPD basis", "symbols": ["H", "H", "H", "H", "C", "H", "H", "P", "C", "H", "H", "H", "C", "H", "C", "H", "C", "H", "H", "H", "P", "H"], "positions_angstrom": [[-2.59310, 2.15635, -0.87432], [0.20695, 0.16916, 1.72440], [-3.12621, 0.69563, -1.62353], [1.66138, 1.59156, -1.89405], [-0.76798, 0.54008, 1.34439], [2.17853, -1.68247, 0.61338], [3.86173, -1.13846, -0.18618], [-1.04912, 0.13243, -0.40126], [-2.65695, 0.98720, -0.73424], [-0.79345, -2.26985, -0.52761], [-1.42179, 0.04300, 2.07713], [1.35933, -0.16195, -1.64909], [3.07634, -1.04441, 0.61379], [3.37157, -0.95894, 1.61174], [1.68616, 0.73306, -1.22856], [-1.52677, -1.94877, 1.03593], [-1.57064, -1.62457, -0.03653], [-3.39910, 0.96793, 0.00705], [3.43668, 1.61034, 0.26044], [-1.03129, 1.65332, 1.62143], [2.34942, 0.68704, 0.35356], [-2.56290, -1.83596, -0.43662]], "forces_ev_per_a": [[0.66, -2.13, 0.18], [-0.13, 0.81, -0.36], [-0.38, -0.86, -1.48], [-0.20, 0.11, 0.37], [-0.69, 2.07, 1.91], [0.69, -0.23, -0.50], [-0.87, -0.58, 1.19], [-1.26, -0.04, 1.34], [1.31, 3.38, -0.32], [-1.00, 0.23, 0.12], [-0.34, -0.28, -0.78], [-0.34, -1.33, -0.79], [-1.24, 1.71, -2.04], [1.18, -0.33, 1.45], [0.23, 0.66, 0.90], [-0.17, 0.82, -0.85], [1.35, -1.05, -0.39], [-0.74, -0.78, 1.54], [-0.50, -0.25, 0.08], [1.34, -1.82, -0.77], [0.91, -0.05, -0.69], [0.19, -0.08, -0.12]], "mulliken_charge": [0.320, 0.394, 0.405, 0.339, -1.207, 0.281, 0.365, 0.488, -1.242, 0.288, 0.456, 0.465, -0.823, 0.361, -0.572, 0.323, -1.012, 0.422, 0.154, 0.289, 0.133, 0.373], "e_lumo_ev": [-5.8, -5.8], "de_lowest_kj_mol": 230.3, "charge": 1, "e_homo_ha": [-0.46839, -0.46838], "max_force_ha_per_bohr": 0.07074, "gap_ev": [6.97, 6.96], "e_tot_ev": -23995.97300}

***

(5)
{"formula": "C5H16N2", "method": "the ωB97M-V functional and the def2-TZVPD basis", "symbols": ["C", "H", "H", "H", "H", "H", "H", "C", "H", "H", "H", "H", "H", "N", "H", "C", "N", "C", "H", "H", "H", "C", "H"], "positions_angstrom": [[-1.14254, 2.51118, -0.84450], [0.86017, -1.82928, 2.40113], [0.33986, 1.26884, -1.80507], [2.68906, -3.27585, 0.13284], [3.15854, -2.53446, 1.38376], [0.88370, 2.13587, -0.02514], [-1.01112, 3.24978, -1.69054], [0.16226, 1.51398, -0.68041], [-1.14192, -0.35682, -0.38046], [-0.77118, 0.63370, 1.10244], [1.54613, -0.10973, 1.05013], [1.39315, -1.22346, -0.43595], [-3.15021, 1.47763, -0.74445], [2.22922, -2.92188, 1.01843], [2.28883, -3.76731, 1.64078], [0.44826, -1.96243, 1.37500], [-2.27796, 1.63987, -1.27571], [0.87361, -0.69829, 0.35298], [-2.64176, 2.04501, -2.13110], [-0.21846, -2.55336, 0.83225], [-1.56912, 3.19387, -0.11560], [-0.43579, 0.27461, 0.09100], [-1.74928, 0.78530, -1.17840]], "forces_ev_per_a": [[0.71, 1.86, -0.91], [-1.73, -0.49, -0.55], [0.77, 0.41, 2.24], [-1.75, 0.34, 0.30], [-1.82, 0.86, -0.07], [-0.62, -1.51, -1.61], [0.32, -1.07, 0.68], [-3.31, 1.75, -0.24], [-0.90, -0.53, -0.59], [0.04, -0.54, -0.99], [-0.35, -0.52, -1.47], [-0.30, 0.72, -0.67], [0.70, 0.67, 0.69], [2.45, -1.45, 1.17], [-0.89, 0.44, -0.76], [5.89, 3.02, -2.30], [-1.12, 0.48, 0.20], [-1.94, -0.05, 4.39], [0.30, -1.05, -0.94], [-1.26, -1.72, 0.43], [0.86, -0.41, 1.12], [4.89, -0.10, 1.69], [-0.94, -1.12, -1.82]], "mulliken_charge": [-0.707, 0.356, 0.304, 0.360, 0.373, 0.356, 0.416, -0.518, 0.550, 0.339, 0.348, 0.450, 0.377, -0.765, 0.367, -0.292, -0.121, -0.746, 0.354, 0.414, 0.387, -0.757, 0.152], "e_lumo_ev": -8.1, "de_lowest_kj_mol": 475.3, "charge": 2, "e_homo_ha": -0.70366, "max_force_ha_per_bohr": 0.13627, "gap_ev": 11.02, "e_tot_ev": -8404.12258}

***

- Which of these has the highest charge?
  C5H16N2

***

- charge of number 4 (C5H15P2)?
  +1